No. 1
This record from OMol25 describes C24H24N8PPd as an isolated structure. The level of theory is ωB97M-V/def2-TZVPD.

Output
E_HOMO   -11.1 eV
Largest force on an atom   0.5 eV Å⁻¹
Net charge   +1
E_tot   -49962.9755 eV
HOMO-LUMO gap   7.48 eV

Last column: Mulliken charge in e.
Positions of all 58 atoms, in Å:
Pd: -0.012 -1.140 -0.539  0.12
P: -0.003 1.007 -1.434  2.06
N: -2.023 -1.304 -0.604  0.16
N: 0.733 3.506 -0.635  0.13
N: -0.010 -2.049 1.245  -0.57
N: -1.395 3.323 -1.832  0.12
N: 2.336 -1.841 1.720  -0.54
N: 2.002 -1.259 -0.604  0.12
N: 0.716 3.099 -3.051  0.13
N: -2.355 -1.856 1.726  -0.53
C: 1.109 -2.073 2.035  -0.18
C: -1.613 1.904 -1.576  -0.94
C: -0.654 3.956 -0.739  -0.91
C: -1.423 -2.556 4.582  -0.24
C: 4.761 -1.215 -0.887  -0.48
C: -0.700 -2.353 3.425  0.49
C: -0.675 3.549 -3.084  -0.94
C: 0.695 -2.765 5.749  -0.60
C: 1.395 3.734 -1.919  -0.92
C: -4.206 -1.494 0.333  -0.34
C: 3.936 -1.015 -1.998  -0.82
C: 0.820 2.113 -0.208  -1.11
C: -3.958 -1.091 -2.002  -0.62
C: -0.697 -2.770 5.751  -0.60
C: -2.604 -1.117 -1.814  -0.73
C: -4.782 -1.264 -0.886  -0.50
C: 2.783 -1.509 0.470  0.29
C: -2.804 -1.535 0.474  0.27
C: 0.688 -2.348 3.424  0.53
C: 4.185 -1.467 0.327  -0.35
C: 0.809 1.647 -2.969  -1.17
C: 2.582 -1.044 -1.810  -0.73
C: 1.415 -2.546 4.578  -0.24
C: -1.127 -2.080 2.038  -0.16
H: 1.418 4.809 -2.097  0.29
H: 1.897 -0.903 -2.633  0.87
H: 2.496 -2.532 4.569  0.54
H: -5.859 -1.237 -0.987  0.42
H: -1.169 3.765 0.204  0.40
H: 2.423 3.370 -1.866  0.40
H: -2.504 -2.550 4.576  0.54
H: 1.862 1.355 -2.966  0.53
H: 4.768 -1.662 1.215  0.52
H: -0.680 4.621 -3.287  0.31
H: 1.865 1.815 -0.091  0.35
H: -1.222 -2.943 6.681  0.41
H: -4.788 -1.673 1.224  0.52
H: -1.919 -0.992 -2.641  0.64
H: 0.343 1.189 -3.846  0.35
H: -2.165 1.786 -0.639  0.42
H: 1.223 -2.933 6.678  0.41
H: 5.838 -1.187 -0.988  0.42
H: 4.338 -0.841 -2.985  0.46
H: -2.221 1.465 -2.368  0.43
H: -4.361 -0.938 -2.992  0.46
H: -1.197 3.042 -3.897  0.39
H: 0.335 1.994 0.764  0.41
H: -0.646 5.032 -0.917  0.31

=====

No. 2
This record from OMol25 describes C24H25AsAuF9NOS as an isolated structure. The level of theory is ωB97M-V/def2-TZVPD.

Output
E_HOMO   -4.8 eV
Largest force on an atom   0.4 eV Å⁻¹
Net charge   -1
Relative energy (zero: lowest compared OMol25 entry of this formula, charge and spin)   1.9 kcal/mol
E_tot   -128658.8179 eV
HOMO-LUMO gap   7.33 eV

Last column: Mulliken charge in e.
Positions of all 63 atoms, in Å:
Au: -0.469 -1.104 -0.145  0.15
As: 2.266 -2.750 0.619  0.28
S: -4.590 1.611 0.225  -0.43
F: 1.623 -2.959 -2.842  -0.24
F: -0.966 -0.782 -4.791  -0.29
F: -1.611 -0.158 -2.835  -0.04
F: 2.273 1.063 -3.081  -0.27
F: 2.854 -1.509 -3.848  -0.29
F: 0.238 1.556 -3.575  -0.29
F: 1.140 -2.360 -4.855  -0.30
F: 1.465 0.496 -5.002  -0.30
F: -1.161 -2.238 -3.200  -0.26
O: 0.919 -0.699 -1.719  -0.66
N: -2.029 1.375 -0.011  -0.33
C: -2.991 -0.438 1.347  1.13
C: -0.777 -0.983 -3.470  0.01
C: -1.029 6.603 -2.547  -1.74
C: -1.051 5.175 -3.112  2.22
C: 1.178 0.601 -3.688  0.30
C: -4.249 3.850 -1.482  -1.16
C: 1.580 -1.910 -3.665  0.42
C: 3.917 -3.850 0.674  -1.19
C: -1.555 5.205 -4.563  -1.70
C: -1.929 -2.440 2.098  -0.50
C: -4.078 -0.724 2.179  -0.87
C: 2.201 -2.385 2.555  -1.17
C: -1.980 4.313 -2.257  0.32
C: -3.357 4.596 -2.229  -0.39
C: -2.393 2.472 -0.760  -1.54
C: -1.880 -1.313 1.261  -0.41
C: 0.709 -0.754 -3.030  1.54
C: -3.004 -2.720 2.927  -0.64
C: -4.096 -1.862 2.963  -0.61
C: 3.208 -1.098 0.150  -1.09
C: -3.759 2.773 -0.750  0.92
C: 0.382 4.638 -3.123  -1.79
C: -3.034 0.797 0.541  0.69
C: -1.508 3.251 -1.505  0.46
H: 4.699 -3.364 1.263  0.32
H: -0.414 7.251 -3.179  0.43
H: -1.086 -3.122 2.084  0.31
H: 2.515 -0.259 0.200  0.17
H: 3.129 -1.921 2.896  0.39
H: 3.720 -4.838 1.090  0.38
H: 0.821 4.652 -2.123  0.40
H: -3.001 -3.613 3.542  0.38
H: 2.040 -3.305 3.119  0.36
H: -3.749 5.414 -2.822  0.37
H: -4.948 -2.078 3.595  0.37
H: -0.875 5.798 -5.180  0.47
H: 4.047 -0.936 0.829  0.57
H: 1.368 -1.709 2.756  0.30
H: -0.609 6.604 -1.539  0.40
H: 4.275 -3.976 -0.349  0.33
H: -2.549 5.648 -4.637  0.33
H: -2.035 7.026 -2.496  0.34
H: -4.922 -0.042 2.206  0.28
H: -0.463 2.972 -1.483  0.55
H: 0.999 5.270 -3.766  0.46
H: -1.598 4.193 -4.970  0.35
H: 0.425 3.618 -3.508  0.16
H: -5.305 4.088 -1.484  0.37
H: 3.571 -1.166 -0.875  0.28

=====

No. 3
This record from OMol25 describes C24H25ClFeN2OP as an isolated structure. The level of theory is ωB97M-V/def2-TZVPD.

Output
E_HOMO (spin up / spin down)   -14.5 / -14.7 eV
Largest force on an atom   8.5 eV Å⁻¹
Net charge   +2
Relative energy (zero: lowest compared OMol25 entry of this formula, charge and spin)   0.0 kcal/mol
2S+1   6
E_tot   -86502.1173 eV
HOMO-LUMO gap (spin up / spin down)   6.79 / 5.12 eV

Last column: Löwdin spin population.
Positions of all 55 atoms, in Å:
Fe: 0.641 1.339 0.130  3.96
Cl: -0.706 2.234 -1.321  0.34
P: -0.401 -0.888 -0.133  0.20
O: 1.693 -0.154 2.648  0.01
N: 0.822 3.569 2.040  0.01
N: 1.344 2.744 1.067  0.10
C: 3.414 2.724 -0.330  0.01
C: -4.940 -0.291 -0.787  0.00
C: -0.348 -2.292 1.027  0.02
C: 0.255 -1.643 -1.661  0.04
C: -4.278 0.370 0.254  0.00
C: 0.902 -2.873 1.298  0.01
C: -0.147 -4.469 2.787  0.01
C: 1.248 5.721 3.196  0.00
C: 1.264 0.159 1.609  0.10
C: -2.850 -1.301 -1.480  0.01
C: 1.209 -2.765 -4.050  0.01
C: -4.226 -1.128 -1.646  0.00
C: 0.998 -3.951 2.174  0.00
C: -2.913 0.181 0.447  0.01
C: 0.598 -3.575 -3.091  0.00
C: 1.588 4.647 2.245  0.02
C: 2.689 4.522 1.383  0.01
C: 0.860 -0.830 -2.634  0.01
C: -2.191 -0.658 -0.423  0.02
C: 0.125 -3.022 -1.900  0.01
C: -1.500 -2.826 1.624  0.01
C: -1.391 -3.907 2.501  0.00
C: 2.519 3.330 0.667  0.02
C: 1.341 -1.393 -3.814  0.00
H: -2.407 0.706 1.262  0.00
H: 1.590 -3.202 -4.974  0.00
H: -0.066 -5.302 3.488  0.00
H: -4.730 -1.649 -2.461  0.00
H: 3.526 3.380 -1.210  0.00
H: 4.408 2.556 0.113  0.00
H: 0.938 0.250 -2.483  0.00
H: 2.036 5.836 3.956  0.00
H: 3.053 1.745 -0.695  0.00
H: 0.990 2.441 -3.873  0.00
H: -0.044 3.385 2.550  0.00
H: 0.304 5.524 3.718  0.00
H: 0.487 -4.647 -3.259  0.00
H: 3.511 5.211 1.303  0.00
H: 0.293 2.575 -3.589  0.01
H: 1.824 -0.757 -4.556  0.00
H: 1.143 6.680 2.664  0.00
H: -2.481 -2.405 1.400  0.00
H: -2.292 -4.305 2.964  0.00
H: -4.827 1.035 0.921  0.00
H: -2.293 -1.934 -2.173  0.00
H: -6.013 -0.148 -0.928  0.00
H: 1.977 -4.380 2.389  0.00
H: -0.347 -3.673 -1.161  0.00
H: 1.802 -2.494 0.808  0.00

=====

No. 4
This record from OMol25 describes C24H25CrF2N2O4SSe2 as an isolated structure. The level of theory is ωB97M-V/def2-TZVPD.

Output
E_HOMO (spin up / spin down)   -7.9 / -7.9 eV
Largest force on an atom   0.6 eV Å⁻¹
Net charge   0
Relative energy (zero: lowest compared OMol25 entry of this formula, charge and spin)   18.8 kcal/mol
2S+1   4
E_tot   -211849.2792 eV
HOMO-LUMO gap (spin up / spin down)   7.88 / 7.61 eV

Last column: Löwdin spin population.
Positions of all 61 atoms, in Å:
Se: 0.194 -0.273 3.177  -0.01
Se: 3.625 -1.593 2.312  0.01
Cr: 0.510 -0.363 0.599  2.92
S: -2.040 0.474 0.623  0.00
F: 3.324 2.787 -2.487  0.00
F: 4.780 2.814 1.948  0.00
O: -0.416 -4.117 1.542  0.01
O: 0.673 -2.281 0.898  0.04
O: -0.801 1.314 0.521  0.02
O: -2.841 0.642 1.802  0.00
N: -1.443 -0.949 0.357  0.01
N: 0.734 -0.415 -1.436  -0.01
C: 0.734 1.408 3.962  0.00
C: 0.032 -1.092 -3.604  0.00
C: -3.189 1.625 -3.040  0.00
C: 4.053 2.839 -0.279  0.01
C: 3.070 1.318 1.333  0.01
C: 2.221 0.784 0.373  -0.03
C: -5.116 0.770 -1.905  0.00
C: -0.415 -2.964 1.182  0.01
C: 2.814 -1.364 4.055  0.00
C: -2.419 1.431 -1.904  0.00
C: -4.367 0.572 -0.758  0.00
C: -4.540 1.294 -3.060  0.00
C: 0.035 -1.227 -2.233  0.01
C: -1.740 -2.183 1.073  0.00
C: 3.130 -3.454 2.076  0.00
C: 1.515 0.773 -3.338  0.00
C: -3.018 0.908 -0.767  0.00
C: 1.320 -1.523 4.127  0.00
C: -5.373 1.515 -4.296  0.00
C: 0.772 -0.058 -4.155  0.01
C: 1.504 0.564 -1.961  0.01
C: 3.960 2.318 0.996  0.00
C: 3.222 2.288 -1.230  0.00
C: 2.322 1.268 -0.950  0.00
H: 3.147 -0.392 4.422  0.00
H: -0.539 -1.995 -1.735  0.00
H: -4.745 1.670 -5.172  0.00
H: 0.311 2.196 3.343  0.00
H: 2.115 1.563 -3.755  0.00
H: 3.249 -2.118 4.715  0.00
H: 0.326 1.462 4.968  0.00
H: -6.022 0.661 -4.488  0.00
H: -2.467 -2.809 0.555  0.00
H: 1.004 -2.493 3.744  0.00
H: 0.983 -1.444 5.163  0.00
H: 3.079 0.952 2.349  0.00
H: 3.549 -3.760 1.120  0.00
H: 3.555 -4.064 2.869  0.00
H: 0.781 0.097 -5.227  0.00
H: -2.115 -2.005 2.084  0.00
H: -2.731 2.045 -3.928  0.00
H: 1.814 1.500 3.975  0.00
H: -6.012 2.392 -4.184  0.00
H: -4.818 0.180 0.143  0.00
H: 4.748 3.626 -0.528  0.00
H: 2.047 -3.557 2.018  0.00
H: -1.370 1.695 -1.890  0.00
H: -0.544 -1.774 -4.212  0.00
H: -6.170 0.518 -1.903  0.00

=====

Please write out number 3 again, unchanged.
This record from OMol25 describes C24H25ClFeN2OP as an isolated structure. The level of theory is ωB97M-V/def2-TZVPD.

Output
E_HOMO (spin up / spin down)   -14.5 / -14.7 eV
Largest force on an atom   8.5 eV Å⁻¹
Net charge   +2
Relative energy (zero: lowest compared OMol25 entry of this formula, charge and spin)   0.0 kcal/mol
2S+1   6
E_tot   -86502.1173 eV
HOMO-LUMO gap (spin up / spin down)   6.79 / 5.12 eV

Last column: Löwdin spin population.
Positions of all 55 atoms, in Å:
Fe: 0.641 1.339 0.130  3.96
Cl: -0.706 2.234 -1.321  0.34
P: -0.401 -0.888 -0.133  0.20
O: 1.693 -0.154 2.648  0.01
N: 0.822 3.569 2.040  0.01
N: 1.344 2.744 1.067  0.10
C: 3.414 2.724 -0.330  0.01
C: -4.940 -0.291 -0.787  0.00
C: -0.348 -2.292 1.027  0.02
C: 0.255 -1.643 -1.661  0.04
C: -4.278 0.370 0.254  0.00
C: 0.902 -2.873 1.298  0.01
C: -0.147 -4.469 2.787  0.01
C: 1.248 5.721 3.196  0.00
C: 1.264 0.159 1.609  0.10
C: -2.850 -1.301 -1.480  0.01
C: 1.209 -2.765 -4.050  0.01
C: -4.226 -1.128 -1.646  0.00
C: 0.998 -3.951 2.174  0.00
C: -2.913 0.181 0.447  0.01
C: 0.598 -3.575 -3.091  0.00
C: 1.588 4.647 2.245  0.02
C: 2.689 4.522 1.383  0.01
C: 0.860 -0.830 -2.634  0.01
C: -2.191 -0.658 -0.423  0.02
C: 0.125 -3.022 -1.900  0.01
C: -1.500 -2.826 1.624  0.01
C: -1.391 -3.907 2.501  0.00
C: 2.519 3.330 0.667  0.02
C: 1.341 -1.393 -3.814  0.00
H: -2.407 0.706 1.262  0.00
H: 1.590 -3.202 -4.974  0.00
H: -0.066 -5.302 3.488  0.00
H: -4.730 -1.649 -2.461  0.00
H: 3.526 3.380 -1.210  0.00
H: 4.408 2.556 0.113  0.00
H: 0.938 0.250 -2.483  0.00
H: 2.036 5.836 3.956  0.00
H: 3.053 1.745 -0.695  0.00
H: 0.990 2.441 -3.873  0.00
H: -0.044 3.385 2.550  0.00
H: 0.304 5.524 3.718  0.00
H: 0.487 -4.647 -3.259  0.00
H: 3.511 5.211 1.303  0.00
H: 0.293 2.575 -3.589  0.01
H: 1.824 -0.757 -4.556  0.00
H: 1.143 6.680 2.664  0.00
H: -2.481 -2.405 1.400  0.00
H: -2.292 -4.305 2.964  0.00
H: -4.827 1.035 0.921  0.00
H: -2.293 -1.934 -2.173  0.00
H: -6.013 -0.148 -0.928  0.00
H: 1.977 -4.380 2.389  0.00
H: -0.347 -3.673 -1.161  0.00
H: 1.802 -2.494 0.808  0.00

=====

Among the records above, which one has the highest net charge? C24H25ClFeN2OP